C16H44BBrClN6O4P2 | ωB97M-V/def2-TZVPD

```
75
Properties=species:S:1:pos:R:3:forces:R:3
Br 0.7113 -0.2755 -0.4096 0.0 0.3 -0.4
Cl -1.0560 3.3582 2.6994 -0.5 0.2 0.3
P -5.0697 1.3352 1.1159 0.7 -6.3 -2.6
P 5.5034 -1.5160 -1.1750 -3.7 -2.0 -5.5
O 4.5994 -0.3013 -1.0561 2.5 0.6 3.0
O 0.9643 3.7535 0.8638 -0.3 -0.2 -0.3
O -3.8335 1.7143 0.3216 -0.9 3.3 1.8
O 0.2433 -0.7805 2.2136 -1.1 -2.4 0.9
N 4.2108 -2.6639 -1.3092 -0.2 -0.9 -0.5
N -4.3360 0.1288 2.0803 0.7 -0.4 0.0
N -5.9320 0.6948 -0.2578 -0.8 -0.8 -0.4
N -6.5896 1.2799 2.0786 0.3 3.3 0.9
N 6.6669 -2.8711 -0.9498 1.4 1.4 2.8
N 6.1994 -1.0921 -2.6883 -0.1 0.6 -0.6
C 3.3822 -2.6894 -0.0991 0.3 0.1 0.4
C -5.4510 -0.5142 -0.9129 0.3 -0.2 0.2
C -3.5552 0.6642 3.1920 0.0 0.6 -0.1
C 3.3470 -2.6503 -2.4847 0.1 0.3 -0.3
C -6.1796 1.7244 -1.2622 0.0 0.2 0.3
C 0.5892 4.2755 -0.3865 -0.3 0.3 -0.2
C -7.0589 2.6290 2.4317 0.2 0.0 0.2
C 0.6107 0.0838 1.5321 1.2 2.6 0.7
C -0.9109 4.6800 -0.5255 0.5 0.3 -0.8
C 7.2356 -0.0781 -2.5884 -0.1 0.1 0.5
C 6.4444 -1.9517 -3.8177 0.2 -0.6 0.2
C 0.9828 1.4563 2.0939 -0.3 0.0 -0.6
C -7.7309 0.4623 1.7190 0.0 -0.3 -0.6
C -4.8570 -1.1709 2.4136 -0.7 0.0 0.1
C 6.3816 -4.2396 -1.3373 -0.7 -0.2 -0.2
C 7.2506 -2.8686 0.4013 0.2 0.2 -0.1
B 0.1096 2.6625 1.3327 1.2 -0.3 -0.1
H 2.4555 -3.2575 -2.3157 0.0 0.1 0.3
H 2.0703 1.6294 2.0514 -0.3 -0.1 -0.4
H 7.3618 0.4498 -3.5365 0.0 -0.1 -0.1
H 5.6712 -4.7334 -0.6656 0.0 0.0 0.0
H -7.4477 -0.5653 1.5003 0.1 0.1 -0.1
H -8.2860 0.8576 0.8604 0.0 -0.1 0.0
H 4.0125 -2.6746 0.7980 0.0 0.0 0.0
H 7.3159 -4.8125 -1.3223 0.2 0.3 0.1
H -6.9718 1.4087 -1.9473 0.0 -0.1 0.1
H -0.5082 2.1382 0.4481 -0.5 0.3 0.0
H -6.5167 2.6521 -0.7879 0.1 0.0 0.0
H 7.3401 -2.5810 -3.6905 0.0 -0.1 0.0
H -0.9451 5.5528 -1.2102 -0.1 -0.3 0.2
H 2.7007 -1.8335 -0.0435 0.2 -0.2 0.0
H -4.3683 -0.5076 -1.0811 0.0 0.0 0.0
H -2.8006 -0.0518 3.5232 -0.1 -0.1 -0.1
H -4.2047 0.9180 4.0458 0.0 -0.1 0.1
H -5.7118 -1.4013 -0.3331 0.1 0.0 0.1
H 2.7920 -3.6087 -0.0597 0.1 0.0 -0.1
H -1.4698 3.8696 -1.0134 -0.1 0.2 0.5
H -7.4619 3.1600 1.5585 -0.1 0.1 0.1
H 5.9971 -4.3076 -2.3527 -0.1 0.1 0.1
H -4.0468 -1.8152 2.7654 0.1 0.2 0.0
H 6.5922 -1.3491 -4.7187 0.0 0.2 0.1
H 0.8163 3.5495 -1.1956 -0.1 0.2 0.3
H 6.9707 0.6749 -1.8427 -0.1 -0.1 0.0
H 7.5971 -1.8633 0.6601 -0.1 0.0 0.0
H -3.0176 1.5700 2.9022 0.0 -0.1 -0.1
H -6.2323 3.2216 2.8347 0.0 0.0 -0.1
H 8.1167 -3.5326 0.4585 0.0 0.0 -0.1
H -5.9415 -0.6521 -1.8797 0.0 0.2 0.0
H -8.4159 0.4181 2.5732 0.2 0.2 0.2
H 3.8469 -3.1100 -3.3403 0.0 0.1 0.0
H -5.6207 -1.1354 3.2085 0.0 0.0 0.0
H 8.2028 -0.5179 -2.2959 0.1 0.0 -0.1
H 5.5980 -2.5983 -4.0417 0.0 0.0 0.2
H -1.3840 4.9838 0.4146 0.2 -0.3 -0.1
H 1.1940 5.1762 -0.6139 0.0 -0.4 0.4
H -5.2802 1.9557 -1.8441 0.0 0.1 0.0
H -7.8325 2.5889 3.2028 0.0 -0.1 0.0
H 6.5199 -3.1795 1.1589 0.1 -0.1 0.1
H 3.0201 -1.6438 -2.7647 -0.1 0.0 0.0
H -5.2801 -1.6870 1.5524 -0.1 0.1 0.0
H 0.6803 1.4045 3.1504 0.2 -0.2 -0.3
```
Positions in Å, forces in eV/Å.

Summary:
Strongest force on any atom in eV/Å: 6.9
LUMO in eV: 1.475
Calculated total energy in eV: -136254.072
HOMO energy in eV: -5.065
Multiplicity: 1
Total charge: -1
Orbital gap in eV: 6.54

C16H44F3NO18S6 | ωB97M-V/def2-TZVPD

```
88
Properties=species:S:1:pos:R:3:forces:R:3
S -0.2768 -1.8324 -0.2144 -0.9 -1.9 -3.6
S 0.7183 -2.5743 -5.9096 -0.9 0.2 0.9
S -2.5060 3.4231 -3.5419 -0.5 2.3 0.2
S 6.7209 -4.0121 0.4832 0.1 -0.9 2.0
S -2.2022 4.3108 6.4886 -0.6 -1.5 2.3
S -6.6520 0.7461 1.6352 -0.5 0.5 0.3
F -0.8165 0.3918 1.0228 0.4 0.3 -0.1
F 1.2705 -0.2304 1.2265 -0.2 -0.2 0.4
F 0.6474 0.6267 -0.5878 -0.4 0.7 -0.8
O -5.8635 0.8485 2.8651 -1.2 -0.1 -1.7
O -3.0665 4.4418 -4.4584 0.2 -2.1 1.5
O -1.0216 3.0719 6.2823 -2.8 0.9 0.6
O 7.2551 -5.3968 0.5948 -0.8 3.0 -0.6
O -0.0767 -2.6377 1.0069 -0.6 0.3 -0.3
O -0.5472 -2.4162 -5.1660 3.0 -0.8 -1.7
O -6.0585 0.2005 0.4277 -1.2 0.5 1.7
O -2.5538 4.8698 5.2063 0.7 -0.4 0.9
O 7.0597 -3.0194 1.5239 0.1 -1.7 -2.3
O -1.6445 -1.6709 -0.7873 2.1 0.0 2.3
O -3.0273 2.0689 -3.4176 1.4 2.2 -0.6
O 0.6423 -2.2236 -1.3176 -0.3 0.9 2.0
O -7.2322 2.2437 1.2053 -0.1 -2.6 -1.0
O -3.2865 3.8335 7.3964 2.8 0.4 -2.5
O 1.5635 -3.8630 -5.2496 -1.2 1.7 -1.2
O 0.7202 -2.7400 -7.3574 0.2 0.2 1.6
O 6.9809 -3.4219 -1.0360 -1.9 -0.2 1.5
O -0.9347 3.4747 -3.8690 -1.7 -1.5 0.8
N -0.5590 -6.1421 2.8795 0.5 0.6 0.2
C -2.4479 4.1603 -1.8251 -0.5 -1.0 -0.1
C 3.5760 -5.0036 -4.9025 0.7 0.1 -0.3
C 8.4676 -4.6163 -2.6106 -0.8 -0.1 0.6
C -1.2058 5.4578 7.5563 -1.0 0.1 -1.6
C 8.2697 -3.4850 -1.5591 3.0 -1.0 -0.6
C -8.3795 0.0149 2.0281 1.9 0.3 -1.0
C 1.0989 2.1645 5.6269 -0.7 1.2 0.7
C 2.7466 -4.2796 -5.9380 0.6 -1.1 -0.3
C 0.2248 -0.1553 0.3799 0.1 -0.7 0.4
C -8.0421 3.1633 3.3178 -1.7 0.2 0.4
C -0.2823 4.6248 -4.4282 1.8 -1.2 0.6
C 1.0256 4.6331 -3.5358 0.1 0.2 -0.9
C 1.7419 -1.1135 -5.4229 -0.9 -0.3 -0.6
C 0.0616 3.2988 5.4014 1.2 -0.2 -0.6
C 4.8990 -4.0894 0.5675 0.4 0.5 -0.9
C -7.1888 3.2833 2.1172 2.5 1.5 1.2
H 1.3099 -0.3284 -6.0435 -0.3 0.1 0.1
H -3.1250 3.5340 -1.2444 -0.3 0.2 -0.1
H 4.4689 -4.5312 -0.3314 0.2 -0.1 0.1
H -0.2727 -5.2384 2.5312 -0.1 1.5 0.2
H 1.8819 5.0781 -4.0425 -0.2 0.7 0.1
H -1.5182 -6.2672 2.5889 -0.2 -0.7 -0.8
H 3.5088 -6.0899 -4.9614 -0.5 0.1 0.3
H 8.3632 -5.5768 -2.1059 0.1 0.0 0.1
H 1.1361 2.1488 6.7162 0.4 -0.6 0.1
H 9.4180 -4.6223 -3.1443 0.1 0.4 0.4
H -0.8328 5.5650 -4.4622 -0.2 -0.3 0.6
H -7.3626 4.2098 1.5699 -0.1 -0.2 -0.2
H 0.8710 5.0493 -2.5403 -0.2 0.6 -0.3
H -8.9403 0.2272 1.1179 0.0 0.0 0.2
H -0.3009 4.9554 7.8982 -0.3 0.2 0.1
H -0.1677 4.2839 -5.4571 0.7 0.6 -0.1
H 8.6778 -2.5424 -1.9236 -1.1 0.5 -0.4
H -0.5459 -6.2236 3.8861 0.2 0.4 0.5
H 0.5205 4.2427 5.6955 0.3 0.2 -0.2
H -7.6623 2.4411 4.0406 -0.3 -0.2 -0.2
H -2.7403 5.2085 -1.7619 0.0 -0.2 -0.5
H -8.7985 0.5180 2.8995 0.3 -0.1 -0.1
H -9.0468 2.9859 2.9343 -0.3 -0.8 0.4
H -1.4943 4.0081 -1.3196 0.3 0.0 -0.6
H 7.6960 -4.6311 -3.3803 -0.2 0.4 0.0
H 0.1955 -6.7040 2.5120 -0.4 -1.2 -0.5
H 3.3188 -4.6130 -3.9179 0.4 -0.2 0.0
H 2.8015 -1.1060 -5.6784 -0.1 -0.7 0.1
H -1.0331 6.2934 6.8781 0.6 0.0 0.1
H -1.8911 5.8407 8.3124 0.2 -0.5 0.2
H 4.6058 -4.7994 -5.1958 0.3 0.1 0.6
H 2.0748 2.4980 5.2739 -0.1 -0.2 -0.2
H 1.4423 3.6598 -3.2767 -0.7 -0.5 -0.5
H 0.8266 1.1906 5.2201 -0.1 0.2 0.0
H 8.9822 -3.6244 -0.7461 0.0 -0.6 0.2
H 4.5329 -3.0664 0.6550 0.1 0.0 0.0
H -6.1554 3.2916 2.4638 0.2 0.6 0.0
H -8.2315 -1.0600 2.1326 -0.1 0.1 0.2
H -8.2274 4.0879 3.8645 0.7 0.3 -0.1
H 2.6157 -4.9873 -6.7565 -1.1 0.0 -0.1
H 4.6102 -4.6444 1.4600 0.5 -0.1 -0.1
H 1.5247 -0.9246 -4.3716 0.1 -0.1 -0.1
H -0.2102 3.3626 4.3478 -0.5 0.0 0.1
H 3.3555 -3.5286 -6.4413 -0.5 0.9 0.5
```
Positions in Å, forces in eV/Å.

Summary:
Strongest force on any atom in eV/Å: 4.2
Energy above the lowest of the compared OMol25 structures with the same formula, charge and spin in kJ/mol: 74.9
LUMO in eV: -2.040
Calculated total energy in eV: -128805.861
HOMO energy in eV: -8.019
Multiplicity: 1
Orbital gap in eV: 5.98

C16H44O6 | ωB97M-V/def2-TZVPD

```
66
Properties=species:S:1:pos:R:3:forces:R:3
O 9.3121 10.3957 11.0410 0.6 0.2 0.0
O 8.0423 9.4819 13.2298 -0.9 -0.3 -0.1
O 7.7183 12.3436 9.6294 -0.6 0.1 0.2
O 13.5102 7.5569 9.0607 0.3 0.8 0.4
O 8.3611 8.7941 15.8572 0.6 0.3 -0.3
O 12.4951 9.2887 7.2400 0.6 1.7 0.1
C 10.5129 9.6338 11.1416 -0.3 -0.5 0.1
C 13.4522 5.8253 7.3715 0.0 0.2 -0.5
C 10.1779 8.5983 17.4061 1.4 -0.7 1.1
C 5.6414 9.4054 13.7408 0.7 0.4 0.1
C 10.4323 7.6879 15.0741 -1.2 -0.1 0.4
C 6.5938 8.7613 11.4796 -0.3 0.1 0.1
C 8.0887 10.9367 7.7313 -0.4 -2.1 0.1
C 12.8738 10.7520 7.2180 0.3 -1.3 -1.2
C 11.9067 5.8072 9.3228 -1.2 0.5 0.6
C 9.8244 8.7502 15.9991 -1.1 0.9 -1.3
C 8.1693 12.2758 8.2993 1.2 2.1 0.2
C 13.2523 6.2149 8.8170 0.7 -1.2 0.0
C 7.3937 13.3076 7.5163 -0.2 0.1 -0.4
C 11.6542 11.5584 6.8844 -0.6 -0.5 -0.5
C 6.8036 8.7430 12.9856 0.4 0.3 -0.3
C 13.4965 11.0065 8.5239 -0.3 0.0 1.4
H 9.7633 9.3401 18.0827 -0.2 0.0 -0.1
H 9.8436 6.7885 15.2813 0.2 -0.2 -0.2
H 13.4714 4.7421 7.2163 0.0 0.1 0.1
H 7.0475 10.6072 7.7442 0.0 -0.1 -0.2
H 9.9493 7.5819 17.7472 -0.1 0.2 0.2
H 5.6394 10.4495 13.4281 -0.2 0.1 -0.1
H 11.2711 8.6829 17.4097 0.0 0.0 0.5
H 5.6955 8.1727 11.3002 -0.1 0.0 -0.3
H 12.7046 10.8690 9.2636 0.2 0.1 0.3
H 11.4220 10.2045 10.9454 -0.2 0.2 -0.2
H 11.4779 7.4144 15.1893 0.1 0.4 0.3
H 8.2216 9.4508 14.1810 -0.2 -0.1 0.2
H 11.8746 6.1735 10.3500 -0.3 -0.1 0.1
H 13.9935 5.6949 9.4399 0.0 -0.1 -0.2
H 10.8790 11.4376 7.6452 0.2 0.1 0.0
H 6.9557 7.6890 13.2925 -0.1 0.4 0.1
H 11.8210 12.6188 6.6766 0.2 -0.2 0.2
H 5.8699 9.4404 14.8015 0.0 -0.2 0.3
H 11.0954 6.3250 8.7710 0.3 -0.3 0.2
H 10.2257 7.9783 14.0585 0.1 0.0 -0.5
H 6.3760 12.9416 7.3400 0.0 0.1 0.1
H 11.2838 11.1031 5.9571 -0.3 0.4 0.0
H 8.2466 11.7589 10.1801 0.3 -0.3 0.1
H 6.4462 9.7790 11.0655 0.1 -0.5 0.4
H 7.4345 8.2901 10.9731 0.0 0.0 -0.1
H 12.6254 6.2245 6.7676 0.1 0.0 0.0
H 7.8608 13.4515 6.5368 -0.1 0.1 0.1
H 11.9704 9.0392 6.4774 -0.1 0.3 -0.3
H 10.4628 8.7694 10.4630 0.2 0.2 0.0
H 14.2896 10.2965 8.7500 0.1 0.1 -0.1
H 8.6339 10.2895 8.4273 0.0 -0.3 -0.3
H 10.5913 9.2420 12.1608 0.1 0.0 -0.1
H 13.1301 8.1356 8.3856 -0.2 0.0 -0.2
H 10.0649 9.7746 15.6661 0.2 -0.4 0.0
H 7.9474 7.9488 16.0340 0.2 -0.4 0.1
H 11.7002 4.7319 9.3387 0.2 0.1 -0.2
H 8.8772 10.2584 11.8984 -0.4 0.0 0.0
H 14.3840 6.2681 7.0172 0.0 -0.1 -0.2
H 9.2488 12.5488 8.2715 -0.4 0.3 0.1
H 4.6353 8.9963 13.6118 0.3 -0.2 -0.2
H 13.8649 12.0283 8.6095 0.1 0.0 -0.1
H 8.5058 10.8168 6.7280 0.0 0.2 0.1
H 13.6483 10.9369 6.4514 -0.4 -0.5 -0.1
H 7.3457 14.2643 8.0449 0.1 -0.2 -0.1
```
Positions in Å, forces in eV/Å.

Summary:
Strongest force on any atom in eV/Å: 2.5
Energy above the lowest of the compared OMol25 structures with the same formula, charge and spin in kJ/mol: 33.8
LUMO in eV: 0.666
Calculated total energy in eV: -29589.922
HOMO energy in eV: -9.460
Multiplicity: 1
Orbital gap in eV: 10.13
SMILES: CC(C)O.CC(C)O.CC(C)O.CC(C)O.CC(C)O.CO